The following is a quantum chemistry calculation of a gas-phase ion, C3H5N2S (charge +1), from the Open Molecules 2025 dataset.

```
11
Properties=species:S:1:pos:R:3:forces:R:3:nbo_charge:R:1
C -0.748465 0.814017 0.458841 0.463 -1.913 -0.359 0.1576
C 0.107844 -1.591052 0.081772 0.240 2.566 0.033 0.3915
C 1.486375 0.215523 -0.450949 -0.835 -0.167 -0.139 -0.4053
N -1.932590 0.688280 0.218547 0.520 0.882 0.629 -0.5057
N 0.221008 -0.338046 0.048594 -0.668 -1.496 -0.101 -0.3641
S -3.239766 0.081734 -0.194832 -2.102 -0.991 -0.814 0.5423
H -0.284206 1.553301 1.032751 0.860 1.086 0.543 0.2378
H -0.630967 -2.224117 0.467439 -1.196 -1.037 0.387 0.2106
H 1.242608 0.650059 -1.433434 0.420 0.677 0.708 0.2517
H 1.735135 0.830218 0.430161 1.085 0.177 -1.159 0.2418
H 2.043021 -0.679914 -0.658888 1.214 0.217 0.273 0.2416
```
Positions in Å, forces in eV/Å.

**HOMO level (alpha / beta)**: -0.4928 / -0.5089 Ha
**E_tot**: -624.55380 a.u.
**Molecular weight**: 101.2 Da
**Net charge**: +1
**Frontier orbital gap (alpha / beta)**: 6.5595 / 7.9590 eV
**Relative energy (zero: lowest compared OMol25 entry of this formula, charge and spin)**: 122.0 kcal per mole
**Max |F|**: 2.58 eV Å⁻¹

The following is a quantum chemistry calculation of a molecular structure, C12H13O2P, from the Open Molecules 2025 dataset.

```
28
Properties=species:S:1:pos:R:3:forces:R:3:nbo_charge:R:1
C -3.752875 1.147407 -0.217686 -0.084 0.234 -0.053 -0.2424
C -4.189422 -0.164666 -0.084251 0.164 -0.086 0.039 -0.1825
C -2.404687 1.420994 -0.236687 -0.066 -0.282 0.017 -0.1475
C -3.271979 -1.190550 0.006094 0.039 -0.090 0.006 -0.2755
C -1.456828 0.396000 -0.134254 -0.536 -0.165 -0.019 -0.2329
C -1.900823 -0.934173 -0.030183 -0.086 0.316 -0.100 0.4086
C 0.702475 1.757445 -0.302531 -0.145 0.226 -0.027 -0.2340
C -0.064158 0.707297 -0.087139 2.727 -3.333 1.296 0.1035
C 2.180671 1.637444 -0.141305 0.141 -0.484 -0.027 -0.7883
C 0.280979 -1.948576 -0.243430 0.446 -0.289 -0.329 -0.0874
C 0.984051 -0.827750 0.461070 -2.132 3.512 -1.460 -0.6270
C 3.924719 -0.521368 0.838489 -0.451 0.098 -0.571 -1.0005
O 2.725564 -0.612310 -1.664506 0.111 -0.374 -0.836 -1.0937
O -1.103252 -2.027483 0.063149 -0.297 0.072 0.250 -0.5017
P 2.507096 -0.179940 -0.279542 0.276 0.604 1.341 1.9483
H -4.465216 1.953167 -0.303082 -0.088 0.073 0.018 0.2144
H -5.246038 -0.383434 -0.044670 -0.072 -0.041 -0.031 0.2159
H -2.052331 2.438153 -0.316924 -0.005 0.112 0.002 0.2086
H -3.589488 -2.217732 0.103456 -0.029 -0.088 0.001 0.2244
H 0.290906 2.710894 -0.609022 -0.112 0.067 -0.098 0.2175
H 2.715906 2.135167 -0.954932 0.061 -0.054 0.085 0.2535
H 2.519027 2.061660 0.807088 0.092 -0.035 0.031 0.2357
H 0.422296 -1.835894 -1.328550 -0.037 -0.032 0.223 0.2097
H 0.668097 -2.929226 0.056446 -0.020 0.165 -0.102 0.1997
H 0.913967 -0.830252 1.542209 0.106 -0.066 0.145 0.2413
H 4.705613 0.203490 0.612601 0.051 0.009 0.011 0.2446
H 3.655362 -0.451589 1.888220 -0.054 0.005 0.099 0.2366
H 4.300356 -1.514179 0.599878 0.001 -0.075 0.091 0.2513
```
Positions in Å, forces in eV/Å.

**HOMO level**: -0.3072 Ha
**E_tot**: -956.88980 a.u.
**Molecular weight**: 220.2 Da
**Net charge**: 0
**Frontier orbital gap**: 9.0223 eV
**Relative energy (zero: lowest compared OMol25 entry of this formula, charge and spin)**: 0.0 kcal per mole
**Max |F|**: 4.50 eV Å⁻¹

The following is a quantum chemistry calculation of a molecular structure, C31H32N5S2TeZr, from the Open Molecules 2025 dataset.

```
72
Properties=species:S:1:pos:R:3:forces:R:3:mulliken_charge:R:1
Zr -0.374397 0.173191 -0.143174 0.151 -0.385 0.236 -0.1849
C -3.588766 0.755965 -3.177897 -0.089 0.049 0.030 -1.9160
C -2.426364 1.669346 -2.804491 -0.023 -0.064 0.060 0.7106
C -1.170296 1.369293 -3.637912 -0.103 0.207 -0.034 -1.2147
C -2.152771 1.677120 -1.303041 -0.213 0.171 -0.385 -0.0632
C -2.887359 0.883541 -0.401728 -0.116 0.389 -0.099 -0.1547
C -2.767746 1.062210 0.982795 0.000 0.087 -0.277 -0.8952
C -1.849347 1.959725 1.534743 -0.040 0.022 0.102 1.1285
C -1.776454 2.183584 3.014383 0.137 -0.015 -0.003 -1.8547
C -1.077779 2.718014 0.640334 -0.234 0.069 -0.221 -1.3247
C -1.244406 2.597209 -0.741914 -0.210 0.067 0.020 -0.4653
H -3.784315 0.844308 -4.246602 0.015 -0.018 0.044 0.4544
H -4.512191 1.030698 -2.661226 0.059 0.015 -0.035 0.4196
H -3.361840 -0.295345 -2.979568 -0.080 0.184 0.036 0.3066
H -2.720091 2.699046 -3.031829 -0.044 0.046 0.038 0.4514
H -0.686896 0.446299 -3.325565 0.100 -0.206 0.078 0.1067
H -0.443757 2.184312 -3.598592 -0.035 -0.059 0.032 0.3048
H -1.448031 1.238990 -4.684776 -0.007 0.065 0.058 0.4882
H -3.662167 0.241607 -0.791536 0.045 -0.238 -0.006 0.6286
H -3.462201 0.547654 1.632126 0.125 -0.223 0.107 0.5845
H -2.493091 2.963315 3.290892 0.031 -0.031 -0.010 0.4527
H -0.785016 2.526149 3.320635 -0.085 -0.038 -0.038 0.3847
H -2.043601 1.284756 3.573152 0.010 0.047 -0.042 0.3710
H -0.421845 3.482932 1.031293 0.191 -0.024 0.036 0.7226
H -0.762594 3.316184 -1.388882 0.195 -0.078 -0.097 0.9824
N 1.656286 -0.526843 3.623408 0.770 0.032 0.598 0.0801
C 2.947641 0.093896 3.649728 -0.189 -0.147 0.110 0.0034
C 3.911087 -0.396091 4.506912 0.013 -0.207 0.193 -0.6848
C 5.162521 0.201408 4.533912 0.114 0.020 0.025 -0.7157
C 5.443165 1.266910 3.691560 0.022 0.050 -0.009 -0.7311
C 4.475003 1.736328 2.808569 0.097 0.062 -0.013 -0.8166
C 3.221625 1.149902 2.805118 0.058 0.051 -0.187 1.0342
S 1.960520 1.802054 1.760101 -0.280 0.033 0.244 -0.1867
N 0.853334 0.455319 1.675500 0.332 -0.119 -0.355 0.1857
C 0.780708 -0.407710 2.668245 -0.731 0.126 -0.408 0.8415
C -0.428678 -1.279599 2.677044 0.466 0.351 -0.003 0.5966
C -0.861503 -1.971238 3.778415 -0.085 -0.295 0.451 -1.0791
C -2.038958 -2.705841 3.687513 0.117 -0.015 0.253 -0.7760
C -2.717217 -2.724909 2.486244 -0.221 -0.134 -0.046 -1.0723
C -2.205705 -2.006675 1.426614 0.027 -0.131 -0.167 -0.1579
N -1.091216 -1.277309 1.519073 -0.131 0.125 -0.027 0.9168
H 1.519410 -1.265832 4.293384 0.020 -0.052 0.155 0.1609
H 3.691335 -1.237560 5.161864 0.034 0.128 -0.097 0.4282
H 5.915988 -0.170757 5.216590 -0.036 0.036 -0.047 0.4303
H 6.417204 1.741253 3.717893 -0.081 -0.050 -0.003 0.4398
H 4.691341 2.572273 2.148708 -0.014 -0.126 0.070 0.4575
H -0.321415 -1.931657 4.716556 -0.075 -0.048 -0.030 0.5475
H -2.412356 -3.252975 4.544026 0.026 0.017 -0.013 0.4953
H -3.632079 -3.290346 2.361272 0.056 0.023 0.003 0.5220
H -2.680257 -2.032656 0.459179 -0.130 0.005 -0.182 0.5569
Te -0.182512 -2.261017 -1.578407 0.155 0.430 -0.007 0.1810
C -1.835861 -2.885740 -2.653781 -0.069 -0.015 0.213 0.1866
C -2.549580 -4.026720 -2.416549 -0.247 -0.158 0.032 -0.3681
C -3.430400 -4.334615 -3.493374 -0.004 -0.004 0.165 -0.5127
C -3.334142 -3.435939 -4.512278 -0.162 -0.031 -0.212 -0.4998
S -2.190346 -2.212378 -4.185525 0.100 -0.229 -0.275 -0.1083
H -2.442858 -4.636872 -1.523325 -0.002 0.095 -0.198 0.4592
H -4.103088 -5.184224 -3.506331 0.123 0.093 -0.011 0.4263
H -3.876726 -3.431660 -5.451218 0.078 -0.004 0.182 0.4484
N 4.725002 0.486400 -3.704508 -0.053 0.018 0.148 -0.3994
C 3.737434 0.588462 -2.826093 0.087 0.018 -0.136 0.9307
C 2.882876 1.721341 -2.791421 0.302 -0.012 -0.232 -0.7673
C 1.834702 1.742395 -1.936591 -0.160 -0.160 0.185 -0.9337
N 1.537303 0.728814 -1.079419 0.039 0.010 -0.057 0.9658
C 2.434693 -0.298810 -1.037338 -0.298 0.266 0.329 -0.5486
C 3.495986 -0.422366 -1.856976 0.407 -0.006 -0.278 -0.9987
H 4.904035 1.209755 -4.380632 0.014 0.057 -0.047 0.2235
H 5.350582 -0.302565 -3.704272 0.007 -0.043 -0.015 0.2256
H 3.060948 2.570495 -3.440145 0.005 -0.069 0.021 0.4201
H 1.199272 2.609031 -1.902070 -0.144 0.085 -0.029 0.6695
H 2.275943 -1.045218 -0.271086 -0.098 -0.192 0.104 0.6699
H 4.152252 -1.280040 -1.767674 -0.037 0.074 -0.023 0.4297
```
Positions in Å, forces in eV/Å.

**HOMO level**: -0.5621 Ha
**E_tot**: -2584.91461 a.u.
**Molecular weight**: 757.6 Da
**Net charge**: +3
**Frontier orbital gap**: 5.6328 eV
**Relative energy (zero: lowest compared OMol25 entry of this formula, charge and spin)**: 24.1 kcal per mole
**Max |F|**: 0.98 eV Å⁻¹

The following is a quantum chemistry calculation of 2 unconnected molecules or ions with the total composition C7H19ClOSi, from the Open Molecules 2025 dataset.

```
29
Properties=species:S:1:pos:R:3:forces:R:3:nbo_charge:R:1
C 1.758502 1.379895 0.328223 -0.528 0.507 0.591 -0.6041
C 0.345489 1.994906 0.576615 0.237 -0.236 -0.409 -0.8573
Si -1.046417 1.264435 -0.491068 0.080 0.110 0.986 1.1371
C -2.413970 0.499961 0.638177 -0.344 0.309 -0.715 -0.5783
Cl -2.121320 -1.262719 0.945706 0.000 0.409 -0.056 -0.0822
C -3.784286 0.769451 -0.062436 1.008 0.587 -0.012 -0.4200
C -4.189607 2.248449 0.232353 -0.073 -0.598 -0.042 -0.6159
H 2.212436 1.891707 -0.524920 0.020 -0.449 -0.065 0.2056
H 2.375680 1.625924 1.201938 0.076 -0.241 -0.244 0.2066
H 1.741016 0.287647 0.198474 0.130 0.511 -0.049 0.2237
H 0.064260 1.902564 1.635059 0.011 -0.068 -0.227 0.2288
H 0.396201 3.073451 0.364744 -0.081 -0.226 0.130 0.2315
H -1.699382 2.354005 -1.238965 -0.116 0.084 -0.121 -0.1859
H -0.601475 0.252752 -1.459300 0.105 -0.167 -0.074 -0.1706
H -2.380747 1.022131 1.600504 -0.091 -0.423 0.001 0.2195
H -3.596290 0.695680 -1.141994 -0.324 -0.301 0.134 0.1996
H -4.549390 0.036861 0.200632 0.103 0.152 0.165 0.2206
H -5.171051 2.268363 0.713258 0.133 0.209 -0.083 0.2190
H -3.463433 2.722169 0.903307 -0.206 -0.027 -0.060 0.2018
H -4.208925 2.841050 -0.686000 -0.148 -0.065 0.182 0.2172
C 3.665697 -3.894877 -0.763608 0.064 -0.010 -0.021 -0.6331
C 3.325200 -2.722417 0.137095 -0.239 -0.080 -0.295 -0.0617
O 3.125838 -1.532402 -0.623419 0.261 0.027 0.207 -0.7217
H 4.565405 -3.681515 -1.342260 0.026 0.002 0.066 0.2124
H 3.829624 -4.803128 -0.180880 -0.027 -0.004 -0.032 0.2124
H 2.859244 -4.080196 -1.477500 -0.040 -0.056 0.075 0.1982
H 4.139805 -2.528271 0.833893 -0.030 0.137 -0.033 0.1774
H 2.419356 -2.931988 0.715949 0.082 -0.080 0.103 0.1580
H 2.402541 -1.693888 -1.233580 -0.089 -0.014 -0.101 0.4614
```
Positions in Å, forces in eV/Å.

**HOMO level**: -0.3591 Ha
**E_tot**: -1102.99988 a.u.
**Molecular weight**: 182.8 Da
**Net charge**: 0
**Frontier orbital gap**: 10.5994 eV
**Max |F|**: 1.17 eV Å⁻¹

The following is a quantum chemistry calculation of C4H2F2O in the gas phase, from the Open Molecules 2025 dataset.

```
9
Properties=species:S:1:pos:R:3:forces:R:3:nbo_charge:R:1
C 1.744392 -2.443392 0.334438 0.027 -0.512 0.075 0.2949
C 1.476180 -1.208130 0.217844 0.248 0.574 -0.101 -0.6016
C 0.580896 0.059476 -0.055418 2.745 -0.895 -2.131 0.1302
C 2.103601 0.119497 -0.035062 -2.440 0.655 1.278 0.7046
O -0.179696 0.665881 0.821226 -0.539 0.681 1.745 -0.6252
F 2.595439 0.760761 1.071236 -0.057 -0.371 -0.363 -0.3281
F 2.817158 0.447179 -1.080792 0.557 -0.315 -0.654 -0.2800
H 0.146135 0.001601 -1.029057 -0.191 -0.227 -0.575 0.2153
H 0.451951 1.034958 1.447816 -0.351 0.409 0.726 0.4898
```
Positions in Å, forces in eV/Å.

**HOMO level**: -0.3930 Ha
**E_tot**: -428.38954 a.u.
**Molecular weight**: 104.1 Da
**Net charge**: 0
**Frontier orbital gap**: 9.7849 eV
**Relative energy (zero: lowest compared OMol25 entry of this formula, charge and spin)**: 103.1 kcal per mole
**Max |F|**: 3.59 eV Å⁻¹